Molecular formula: C5H5FN
Method: DFT, wB97M-V/def2-TZVPD

```
12
Properties=species:S:1:pos:R:3:forces:R:3
C -0.5747 1.2551 1.3974 2.664 1.146 -0.232
C 1.3070 1.4118 0.1385 0.699 0.384 0.035
C 0.0986 0.5523 0.4903 0.875 0.933 -1.090
C 0.4611 2.3944 1.8138 -2.761 -3.307 -1.084
C -0.1428 -0.6233 -0.3595 4.424 -1.932 1.784
N 1.4708 2.4246 0.9060 0.557 2.434 2.301
F 0.2619 2.9760 2.9246 1.362 0.252 -1.471
H -1.5041 1.0651 1.8173 -1.391 -0.163 0.989
H 2.0515 1.3598 -0.6856 -0.863 -0.604 0.338
H 0.7903 -0.9099 -1.0423 -1.955 0.755 1.630
H -0.9090 -0.3810 -0.9619 -3.125 0.071 -2.142
H -0.2870 -1.4447 0.3759 -0.485 0.031 -1.058
```
Positions in Å, forces in eV/Å.

Output
Frontier orbital gap in eV: 7.715
Total charge: +1
Molar mass in g mol⁻¹: 98.1
SMILES: CC1=CC(F)=[N+]=C1
Spin multiplicity: 1
Relative energy (zero: lowest compared OMol25 entry of this formula, charge and spin) in kJ/mol: 404.25